(1)
Below is C11H23MgNO2P as an isolated structure, with properties calculated with the ωB97M-V functional and the def2-TZVPD basis.

Atoms and positions in Å:
1 C 4.6694 -0.8466 1.4245
2 C 4.4638 -0.3051 0.3844
3 C 4.0706 0.2257 -0.9052
4 C 3.0443 1.3722 -0.7875
5 C 1.6246 0.9671 -1.1908
6 P 0.5878 0.4549 0.3424
7 C -1.1618 0.7027 -0.5745
8 C -2.2202 1.6478 0.0992
9 C -2.6609 1.2162 1.5045
10 N -4.1135 1.2681 1.7054
11 C 0.3963 -1.3277 -0.3041
12 C -0.7786 -2.0359 0.3744
13 C -1.7498 -2.5435 -0.6540
14 O -2.1561 -1.8159 -1.5698
15 O -2.2184 -3.7973 -0.5361
16 H 4.9131 -1.3306 2.3319
17 H 3.6891 -0.5622 -1.5449
18 H 4.9572 0.6182 -1.3926
19 H 3.0458 1.8013 0.2099
20 H 3.3660 2.1756 -1.4409
21 H 1.7262 0.1562 -1.9086
22 H 1.1969 1.8110 -1.7341
23 H -0.1271 0.0655 1.5546
24 H 1.8206 0.2631 1.0861
25 H 0.5809 1.8613 0.7584
26 H -0.9870 1.1193 -1.6042
27 H -1.6052 -0.3072 -0.6875
28 H -3.1312 1.7049 -0.5031
29 H -1.8046 2.6449 0.1458
30 H -2.2160 1.9180 2.2007
31 H -2.2745 0.2464 1.7871
32 H -4.6196 1.5424 0.8763
33 H -4.4883 0.3855 2.0145
34 H 1.2956 -1.9197 -0.1764
35 H 0.2080 -1.3082 -1.3714
36 H -0.4549 -2.7819 1.0846
37 H -1.3992 -1.3302 0.9389
38 H -2.9028 -3.7979 0.1466
39 Mg -2.5862 -0.1583 -2.0844

Cartesian forces, eV/Å:
0.3288 -0.2657 0.6339
-0.4468 -0.3702 -0.5629
0.1718 0.8454 0.2382
-0.2082 0.0440 -0.4355
0.2311 0.0701 0.0333
2.3604 0.5487 0.3176
-2.9040 1.0318 -1.0690
0.4479 -0.6517 0.1925
-0.3186 0.5522 0.2251
0.0180 -0.3008 -0.2928
-0.0683 -0.6431 0.0806
-0.2531 -0.4610 -0.8877
0.5678 -0.9927 1.5630
-0.3844 -2.6601 -0.5175
-0.1305 0.9876 -0.6485
0.0468 -0.0384 0.2609
-0.0541 -0.2464 -0.0623
0.2202 -0.0176 -0.1536
0.0434 -0.0159 0.2762
0.0993 0.1563 -0.1782
-0.1952 -0.1857 -0.1998
-0.4216 0.0694 0.1336
-0.5737 0.0086 -0.1847
-0.2768 -0.1826 -0.0778
-0.3655 -0.1330 -0.0390
0.7024 -0.0508 0.0545
1.2782 1.0595 1.6195
-0.2699 0.3668 -0.1225
0.0604 0.2809 -0.1847
0.2401 0.0234 0.2071
0.0709 -0.2466 -0.0730
-0.0786 0.1628 -0.0026
-0.0863 -0.0450 0.1635
0.2841 -0.0011 0.1749
0.1606 0.1364 -0.2685
-0.2073 -0.4530 -0.0695
0.1583 0.3898 0.3409
-0.0024 -0.4904 0.3040
-0.2454 1.7181 -0.7893

As for the total charge: +1.

=====

(2)
Below is a 14-piece molecular cluster, C5H38O13S overall, with properties calculated with the ωB97M-V functional and the def2-TZVPD basis.

Atoms and positions in Å:
1 C -2.5575 -2.0515 -1.3709
2 C -1.7662 -0.7625 -1.0323
3 C -0.8892 -0.9188 0.2064
4 C -1.6844 -0.8158 1.4802
5 S -2.1659 0.8942 1.8529
6 C -0.9376 1.2697 3.2291
7 H -2.0005 -2.9664 -1.2462
8 H -3.4215 -2.1390 -0.6580
9 H -2.9976 -2.1212 -2.3860
10 H -2.5035 0.0823 -1.0867
11 H -1.1643 -0.5296 -1.9243
12 H -0.0242 -0.2054 0.0848
13 H -0.2102 -1.7663 0.0488
14 H -2.5441 -1.5205 1.4153
15 H -1.3130 -1.2871 2.4159
16 H -0.4856 2.2155 2.9720
17 H -0.3465 0.3563 3.2077
18 H -1.5031 1.3240 4.1711
19 H -1.3675 3.4457 -0.5581
20 H -0.6144 2.1591 -0.2239
21 O -0.4777 3.0216 -0.6478
22 H 2.5118 0.0433 -1.9868
23 H 2.3625 -1.2847 -1.2429
24 O 2.2785 -0.8860 -2.1273
25 H -3.3300 2.7606 -1.5391
26 H -3.7259 4.0188 -0.6708
27 O -3.1252 3.2704 -0.7430
28 H -1.7070 -4.0118 0.8558
29 H -3.1633 -3.3736 0.9235
30 O -2.6351 -4.1593 1.0213
31 H 4.3735 -0.7274 2.1943
32 H 4.3916 0.6048 2.6730
33 O 4.4472 -0.2910 3.0569
34 H 0.4527 -2.6355 1.8628
35 H 1.5311 -2.7186 2.8811
36 O 1.1197 -3.2756 2.1648
37 H -2.2301 2.0024 -3.5475
38 H -3.7002 1.5452 -3.7066
39 O -3.1424 2.1682 -3.2355
40 H 1.1247 -0.3472 -3.1857
41 H 0.8847 -0.3221 -4.6507
42 O 0.4497 -0.0494 -3.8319
43 H 2.0708 2.5165 -0.8174
44 H 1.3685 1.1247 -0.9680
45 O 2.2000 1.5633 -0.7771
46 H 1.8275 -0.3828 2.4890
47 H 2.7550 -0.8334 3.6134
48 O 1.8718 -1.0021 3.2203
49 H 2.2517 -3.0887 0.8624
50 H 3.4765 -2.7793 -0.1345
51 O 2.5825 -2.5270 0.1070
52 H -0.1725 3.0684 -2.2889
53 H 0.1640 2.1939 -3.5739
54 O -0.2309 3.0214 -3.2845
55 H 4.3995 2.5806 2.0512
56 H 3.2377 2.4981 1.0259
57 O 4.0037 2.0303 1.3596

Cartesian forces, eV/Å:
-1.3104 0.2309 0.6285
-0.7556 -0.2618 -2.0328
1.6712 0.9526 -1.2555
-0.4739 -1.2824 1.1379
0.1552 0.0499 0.4870
-1.8246 -0.8788 -0.6584
0.5144 -0.1731 0.0500
0.5318 0.0403 -0.6881
0.3254 0.5303 0.4828
0.6704 -0.4712 0.9297
0.3060 -0.2118 0.3754
-1.0572 0.3681 0.8023
-0.8384 -0.9055 0.3220
-0.0891 1.0842 -0.4477
0.7625 0.5956 -0.5252
0.5401 -0.0645 0.1456
0.6622 0.6303 0.3469
0.3671 0.0811 -0.3187
0.2617 -0.4515 -0.2281
-0.1740 0.2259 0.0214
0.0112 0.0943 0.7504
0.4838 -0.0904 0.0249
-0.2287 -0.3346 -0.0885
0.2880 0.3704 0.3082
-0.0342 0.1459 -0.4990
-0.0413 -0.2242 -0.2473
-0.0039 0.3624 0.8241
0.1190 0.5301 -0.1262
0.3039 0.4278 -0.2309
-0.4045 -1.2695 0.5249
0.1145 -0.7102 0.3010
-0.0657 0.0820 0.6128
0.1754 0.5180 -0.9965
0.1169 -0.4259 -0.0464
-0.2882 -0.5168 -0.7873
-0.1205 0.4541 0.6937
-0.2319 0.4426 0.2989
-0.0511 -0.0791 -0.0394
0.3013 -0.3097 -0.2211
-0.5472 -0.2550 0.1251
-0.3787 0.1685 -0.1165
0.4347 0.1059 -0.3274
-0.5338 -0.0662 -0.3732
-0.4410 0.4371 0.0272
0.5973 -0.1221 0.2358
0.0686 0.0631 -0.2085
-0.3211 0.0843 -0.3596
0.1132 0.1512 0.8110
0.1693 0.5645 -0.5138
0.0055 -0.3017 0.1257
0.0131 -0.0438 0.2389
-0.1596 -0.3695 -1.0783
0.1863 -0.2764 0.1402
-0.1172 0.2496 0.3900
-0.1999 0.1747 -0.3675
-0.2175 -0.0397 -0.0018
0.6395 -0.0802 0.6215

=====

Let's list highest occupied orbital energy in order: -10.7291 -8.9268 eV.
Let's list E_LUMO in order: -6.4653 -0.0473 eV.